C22H46GeN13ScSi3 | ωB97M-V/def2-TZVPD

Output
⟨S²⟩	0.757
multiplicity	2
DFT total energy	-143779.945	eV
largest force on an atom	0.8	eV/Å
charge	+1
Kohn-Sham gap (alpha / beta)	5.265 / 8.760	eV
E_HOMO (alpha / beta)	-7.67 / -11.09	eV

CARTESIAN COORDINATES (ANGSTROEM)
Sc  1.1954  -1.8091  -1.3003
C  -1.9823  -1.8725  -1.4695
C  -1.6229  -0.4744  -1.0042
N  -0.2979  -0.0381  -1.5018
C  -0.2911  0.4050  -2.9095
C  -0.1508  -0.7580  -3.8592
C  -0.7454  -0.7772  -5.1047
C  -0.5702  -1.8926  -5.9149
C  0.1724  -2.9590  -5.4326
C  0.7421  -2.8750  -4.1745
C  1.5514  -3.9895  -3.5692
N  1.3815  -4.0607  -2.1006
C  0.2513  -4.8880  -1.6538
C  -1.0578  -4.1232  -1.7459
N  -0.9519  -2.8318  -1.0482
N  0.5889  -1.7836  -3.3998
H  -2.0404  -1.9078  -2.5589
H  -2.9761  -2.1359  -1.0884
H  -1.5822  -0.4475  0.0886
H  -2.4058  0.2197  -1.3209
H  0.0099  0.7403  -0.9226
H  0.5657  1.0715  -3.0423
H  -1.1986  0.9662  -3.1605
H  -1.3415  0.0630  -5.4331
H  -1.0214  -1.9353  -6.8960
H  0.3026  -3.8568  -6.0208
H  2.6123  -3.7970  -3.7498
H  1.2948  -4.9411  -4.0475
H  2.2392  -4.4510  -1.7178
H  0.4442  -5.1817  -0.6191
H  0.1758  -5.8080  -2.2453
H  -1.8783  -4.7323  -1.3524
H  -1.2898  -3.9117  -2.7919
H  -1.0466  -2.9858  -0.0464
N  3.0725  -2.3847  1.3252
C  3.4540  -2.3361  -0.0093
N  4.0093  -3.3346  -0.6838
N  4.0446  -2.9098  -1.9434
N  3.5300  -1.7137  -2.0443
N  3.1839  -1.2874  -0.8005
C  2.0311  -1.6148  1.7638
N  1.8210  -1.3440  3.0584
N  0.7791  -0.5606  3.0698
N  0.3538  -0.3543  1.8494
N  1.1157  -1.0610  0.9729
H  3.6808  -2.7935  2.0154
C  -2.7866  2.7894  4.2778
Si  -2.0885  1.1862  3.6149
C  -1.5722  0.1375  5.0646
C  -3.3581  0.2711  2.5790
Ge  -0.2935  1.6573  2.0532
Si  -1.1661  3.0307  0.2359
C  -1.6546  4.4543  1.3691
C  0.1500  3.6689  -0.9429
C  -2.6673  2.6338  -0.8200
Si  1.9090  2.5859  2.4276
C  1.7635  4.4484  2.5641
C  2.9205  2.0663  0.9375
C  2.6692  1.8956  3.9857
H  -3.5695  2.5389  4.9967
H  -3.2324  3.4237  3.5168
H  -2.0318  3.3707  4.8077
H  -2.4196  0.0864  5.7525
H  -0.7250  0.5680  5.5970
H  -1.2982  -0.8726  4.7715
H  -4.2739  0.1274  3.1559
H  -2.9915  -0.7161  2.2938
H  -3.6199  0.8163  1.6725
H  -1.0551  4.5480  2.2739
H  -2.6975  4.3705  1.6677
H  -1.5464  5.3881  0.8129
H  0.9922  4.1254  -0.4284
H  -0.3234  4.4438  -1.5520
H  0.5424  2.9190  -1.6291
H  -3.3995  1.9682  -0.3685
H  -2.3886  2.2383  -1.7961
H  -3.1631  3.5907  -1.0007
H  1.2420  4.9065  1.7263
H  2.7614  4.8879  2.6103
H  1.2399  4.7281  3.4798
H  2.4900  2.3929  -0.0069
H  3.0515  0.9835  0.9006
H  3.9175  2.5084  1.0086
H  1.9679  1.8733  4.8194
H  3.5129  2.5292  4.2700
H  3.0406  0.8829  3.8416

Atomic forces in eV per Å
Sc -0.805 0.033 -0.139
C -0.021 -0.008 0.017
C -0.092 0.020 -0.002
N -0.244 0.101 -0.153
C -0.086 -0.049 -0.089
C -0.054 -0.011 -0.002
C 0.053 0.015 0.007
C 0.006 0.022 0.036
C 0.071 -0.006 -0.021
C -0.046 0.007 0.047
C 0.040 -0.058 -0.037
N 0.131 0.079 -0.022
C -0.043 -0.032 0.016
C 0.018 -0.022 -0.011
N -0.108 0.021 0.190
N -0.328 -0.063 -0.258
H -0.010 0.018 0.027
H 0.037 0.022 -0.011
H -0.014 -0.002 -0.043
H 0.055 -0.132 0.021
H 0.029 -0.072 -0.002
H 0.014 -0.031 -0.008
H 0.077 0.031 0.030
H -0.010 0.021 -0.008
H -0.016 -0.006 -0.015
H 0.013 -0.016 -0.015
H -0.059 0.007 -0.014
H 0.023 0.036 0.006
H -0.025 0.034 -0.020
H -0.013 0.039 -0.013
H -0.014 0.020 0.043
H 0.027 0.000 -0.037
H 0.024 0.003 0.019
H -0.029 -0.031 -0.042
N -0.015 0.100 0.034
C 0.095 -0.023 0.083
N 0.062 -0.123 0.134
N 0.128 0.000 -0.133
N 0.503 -0.028 0.035
N 0.537 0.025 0.115
C 0.118 -0.146 -0.017
N 0.002 -0.014 0.040
N 0.082 -0.019 0.167
N -0.236 0.075 0.035
N 0.105 0.272 0.007
H -0.016 -0.054 -0.010
C -0.002 -0.033 -0.046
Si 0.087 -0.016 -0.013
C 0.014 0.034 -0.046
C -0.015 0.036 0.060
Ge -0.074 -0.174 -0.198
Si 0.106 0.095 0.104
C 0.025 -0.011 -0.062
C -0.102 -0.050 -0.002
C -0.019 0.043 0.012
Si 0.001 -0.049 0.070
C -0.021 -0.055 0.005
C 0.040 0.034 0.145
C 0.015 0.056 0.000
H -0.027 -0.008 0.041
H -0.029 0.030 -0.046
H 0.042 0.020 0.016
H -0.012 -0.020 0.045
H 0.026 0.022 0.025
H 0.015 -0.045 -0.022
H -0.030 -0.025 0.015
H 0.042 -0.045 -0.014
H -0.029 0.046 -0.048
H 0.034 -0.008 0.055
H -0.072 -0.016 0.001
H 0.007 0.039 -0.019
H 0.058 0.011 0.048
H 0.008 0.025 -0.036
H 0.050 -0.053 -0.031
H -0.034 -0.007 0.070
H -0.002 0.004 -0.014
H -0.026 0.031 -0.013
H -0.022 0.035 -0.060
H 0.061 -0.006 0.017
H -0.015 0.017 0.024
H -0.045 -0.016 -0.082
H -0.038 -0.008 -0.052
H 0.029 0.015 0.018
H -0.030 0.032 0.027
H 0.023 0.007 0.025
H -0.004 -0.042 -0.007

---

C6H11NS2 | ωB97M-V/def2-TZVPD

Output
energy relative to the best compared isomer or geometry (same formula, charge and spin)	472.9	kJ/mol
DFT total energy	-29555.993	eV
largest force on an atom	3.6	eV/Å
charge	0
Kohn-Sham gap	7.676	eV
E_HOMO	-7.29	eV

CARTESIAN COORDINATES (ANGSTROEM)
C  -1.0083  -1.5306  0.0204
C  3.2287  1.0418  -0.1719
C  1.5652  -0.5916  1.0012
C  -1.6793  -0.4088  0.0430
C  -3.1504  -0.6203  0.1646
C  -1.0888  0.9622  -0.1545
N  4.3027  1.5748  -0.4599
S  3.2158  -0.5413  0.5822
S  0.7216  -1.6240  -0.3352
H  -1.4368  -2.4880  0.0508
H  2.0701  1.5030  -0.3166
H  1.3786  -1.1160  1.8868
H  -3.4026  -0.6160  1.2255
H  -3.4142  -1.5186  -0.2203
H  -3.6108  0.1670  -0.4606
H  -0.4682  1.3434  0.7713
H  -1.8131  1.6499  -0.5197
H  -0.2603  0.9410  -0.9046
H  4.3768  2.4512  -0.9609
H  0.4733  -0.5793  -1.2417

Atomic forces in eV per Å
C 2.002 -0.603 -0.189
C -3.276 1.261 -0.249
C -1.115 0.127 -1.618
C -0.190 0.607 -0.121
C 0.540 3.524 0.689
C 2.319 -0.207 1.381
N 1.859 0.265 -0.534
S 0.742 0.001 -0.063
S -0.139 1.643 -0.252
H -0.796 -0.990 0.256
H 2.794 -1.151 0.346
H -0.413 -0.869 1.348
H -0.517 0.508 -0.122
H -0.823 -2.823 -1.141
H -0.416 -0.268 0.811
H -1.649 -0.719 -1.553
H -0.611 0.696 0.053
H -0.634 -0.068 0.251
H -0.684 0.073 0.180
H 1.007 -1.009 0.528

---

C12H30BeF2N2O4 | ωB97M-V/def2-TZVPD

Output
energy relative to the best compared isomer or geometry (same formula, charge and spin)	0.0	kJ/mol
DFT total energy	-29931.025	eV
largest force on an atom	2.9	eV/Å
charge	0
Kohn-Sham gap	7.405	eV
E_HOMO	-7.38	eV

CARTESIAN COORDINATES (ANGSTROEM)
Be  0.3585  0.2763  -0.3201
F  1.0997  0.5158  -2.6024
F  2.5036  1.6897  -0.4107
C  -1.4620  2.2929  -2.3861
O  -1.5837  1.0818  -1.6782
C  -2.7740  0.3262  -1.9757
C  -2.7681  -0.9309  -1.1421
N  -1.4556  -1.4488  -0.8004
C  -0.8193  -1.8649  -2.0367
C  0.5050  -2.5868  -1.9419
O  1.2583  -1.9935  -0.8736
C  2.4806  -2.7101  -0.7102
H  -2.1890  3.0244  -2.0146
H  -1.6230  2.1195  -3.4523
H  -0.5004  2.7845  -2.2561
H  -2.7261  0.1151  -3.0501
H  -3.6645  0.9568  -1.9120
H  -3.2861  -1.6513  -1.7837
H  -3.3649  -0.6253  -0.2808
H  -1.6061  -2.2757  -0.2338
H  -0.5510  -1.0595  -2.7286
H  -1.5528  -2.4139  -2.6425
H  1.1530  -2.4751  -2.8150
H  0.3803  -3.6755  -1.9047
H  2.4368  -3.8019  -0.7257
H  2.8365  -2.5657  0.3085
H  3.2143  -2.3039  -1.4065
C  -0.2221  3.6139  0.0635
O  -0.0546  2.2979  0.5300
C  0.2583  2.1596  1.9000
C  -0.6888  1.1373  2.4634
N  -0.8271  -0.1283  1.7523
C  -0.2992  -1.1885  2.6107
C  1.2217  -0.9162  2.7341
O  1.7325  -0.5105  1.4852
C  3.1318  -0.3480  1.4844
H  -0.6243  4.2953  0.8205
H  -0.8175  3.6573  -0.8425
H  0.7622  4.0605  -0.1076
H  0.2410  3.0927  2.4656
H  1.2803  1.7893  2.0334
H  -1.6889  1.5749  2.3983
H  -0.3491  1.0712  3.5005
H  -1.8238  -0.2793  1.6775
H  -0.5056  -2.1830  2.2104
H  -0.7091  -1.2410  3.6238
H  1.5865  -1.8423  3.1883
H  1.3591  -0.1398  3.4914
H  3.5624  -0.5915  0.5136
H  3.6960  -0.8717  2.2586
H  3.4782  0.6897  1.5203

Atomic forces in eV per Å
Be 1.484 1.141 -1.495
F -1.364 -0.727 1.830
F -1.219 -0.857 0.857
C -0.441 0.252 -0.693
O -0.219 -0.312 1.038
C 2.022 1.302 -1.543
C -0.967 0.765 -0.092
N 0.772 0.766 -0.301
C 0.392 -0.051 -2.388
C 0.610 0.047 0.178
O -0.694 -1.642 0.321
C 0.490 0.649 0.921
H -0.432 -0.139 -0.173
H 0.025 0.022 -0.068
H 0.265 -1.028 -0.234
H 0.133 -0.330 -0.078
H -0.165 -0.146 0.719
H -0.459 -0.261 0.475
H 0.171 -0.839 0.454
H 0.217 0.048 0.241
H -0.332 0.926 0.853
H 0.183 -0.677 0.068
H -0.597 0.473 -0.505
H 0.065 -0.127 1.044
H -0.669 -0.036 -0.791
H -0.013 0.532 -0.060
H 0.099 -0.247 -0.103
C 1.189 1.365 0.147
O -0.609 -0.904 0.073
C 0.942 -0.772 -0.394
C -0.987 1.751 0.521
N 0.384 -0.028 0.334
C 1.353 -0.191 -0.606
C -1.482 -0.390 0.452
O -0.270 -0.799 0.462
C 2.097 1.151 -0.776
H -0.594 -0.470 0.217
H 0.194 -0.016 0.721
H 0.131 -0.297 -0.498
H -0.518 0.110 -0.184
H 0.135 0.148 -0.560
H 0.057 0.268 0.521
H -0.616 -0.546 0.208
H 0.022 -0.083 -0.553
H 0.192 0.132 -0.512
H -0.196 0.524 0.066
H 0.884 -0.022 -0.534
H 0.256 0.169 -0.068
H -0.468 -0.377 -0.030
H -0.630 -0.523 0.195
H -0.822 0.290 0.321

---

C4H12 | ωB97M-V/def2-TZVPD

Output
energy relative to the best compared isomer or geometry (same formula, charge and spin)	57.6	kJ/mol
DFT total energy	-4341.931	eV
largest force on an atom	3.9	eV/Å
charge	0
Kohn-Sham gap	12.365	eV
E_HOMO	-11.25	eV

CARTESIAN COORDINATES (ANGSTROEM)
C  1.5027  0.4368  0.9946
C  2.6721  1.1602  0.3386
H  1.6610  0.6102  2.1030
H  0.5209  0.8473  0.7588
H  1.4534  -0.6136  0.7168
H  2.6693  1.0310  -0.6988
H  3.6693  0.8780  0.7429
H  2.5773  2.2141  0.5855
C  -2.2437  -0.1975  -1.1152
C  -1.9376  -1.3912  -0.2983
H  -3.2567  0.1041  -0.9939
H  -1.5508  0.6678  -1.0236
H  -2.1350  -0.4400  -2.1785
H  -0.9405  -1.8530  -0.3282
H  -2.7764  -2.2316  -0.4193
H  -1.8851  -1.2226  0.8158

Atomic forces in eV per Å
C 0.507 0.327 1.453
C 0.228 0.334 1.609
H -0.523 -0.794 -1.042
H 0.132 0.279 -0.201
H 0.186 -0.164 0.376
H 0.145 -0.055 -1.679
H -0.732 -0.213 -0.248
H 0.038 0.276 -0.273
C 1.333 0.720 -1.583
C -0.864 -2.726 2.725
H -0.749 0.503 0.293
H -0.487 -0.505 0.522
H -0.164 -0.146 0.004
H -0.225 0.061 -1.201
H 1.965 1.681 0.090
H -0.790 0.420 -0.845

---

C25H45B2F13N2O5PS | ωB97M-V/def2-TZVPD

Output
DFT total energy	-96657.564	eV
largest force on an atom	5.9	eV/Å
charge	+1
Kohn-Sham gap	7.096	eV
E_HOMO	-11.83	eV

CARTESIAN COORDINATES (ANGSTROEM)
C  -1.4833  5.8628  1.7666
C  -2.6325  4.9831  2.5869
C  -2.6069  3.3983  2.1546
C  -3.9584  2.8880  1.3572
C  -4.3470  1.3159  1.6206
C  -3.8488  0.2808  0.4351
C  -3.3893  -1.1550  1.1149
C  -2.5440  -2.1370  0.0990
C  -2.3658  -3.6814  0.6591
C  -1.4964  -3.8028  2.0451
C  0.0052  -4.3448  1.6728
C  1.2366  -3.4754  2.3329
N  1.7656  -2.5369  1.2712
C  1.2519  -1.2711  1.1245
B  0.0973  -0.4356  1.9479
N  -0.6489  0.6682  1.2051
O  -0.2405  -0.6439  3.3689
C  1.9366  -0.4512  -0.1189
C  2.6096  1.0231  0.1275
C  2.3634  2.1054  -1.0897
C  0.7495  2.4885  -1.3055
C  0.5549  3.7286  -2.3572
C  -0.9082  4.5230  -2.1905
F  -1.6179  4.1700  -0.9305
F  -0.5042  5.9699  -2.0045
C  -1.8253  4.5024  -3.5401
F  -2.6894  5.7416  -3.5378
F  -1.0035  4.6237  -4.8020
S  -2.9648  3.0524  -3.7646
F  -3.9209  4.0015  -4.8802
F  -2.0258  2.5464  -5.1459
F  -2.0303  1.9745  -2.8245
F  -4.0099  3.4857  -2.4804
F  -4.0243  1.7431  -4.1086
C  2.7843  -1.5813  -1.0063
C  2.1792  -2.0395  -2.4607
F  1.6361  -0.8636  -3.2382
F  1.0657  -3.0214  -2.3912
C  3.3264  -2.7112  -3.4734
F  2.8980  -4.0689  -3.9792
F  4.6905  -2.7162  -2.8838
C  2.8592  -2.7095  0.2202
B  3.3321  -4.2520  -0.1841
O  2.3704  -5.3846  -0.2489
O  4.7493  -4.5943  -0.5556
C  5.3886  -5.3944  0.5005
P  4.3932  -2.0268  1.2086
O  4.7324  -3.0125  2.6035
O  5.7735  -1.8245  0.1664
H  -0.5723  5.1386  1.5035
H  -1.9772  6.2407  0.7625
H  -1.0207  6.7282  2.4203
H  -2.3326  5.0829  3.7349
H  -3.6966  5.4939  2.4928
H  -2.5382  2.7766  3.1579
H  -1.6019  3.1974  1.5728
H  -3.9153  3.1780  0.2021
H  -4.8584  3.5363  1.7943
H  -5.5019  1.2062  1.8416
H  -3.7747  0.9854  2.6077
H  -3.0041  0.8081  -0.1856
H  -4.7647  0.1420  -0.3123
H  -4.3985  -1.7314  1.3776
H  -2.8601  -0.9549  2.1462
H  -1.5192  -1.6574  -0.2802
H  -3.2109  -2.2334  -0.8855
H  -1.9221  -4.3109  -0.2478
H  -3.4653  -4.1183  0.8172
H  -1.5217  -2.8494  2.7307
H  -2.0137  -4.6686  2.6835
H  0.1220  -5.4801  2.0172
H  0.1276  -4.2391  0.4919
H  0.9602  -2.9606  3.3492
H  2.1016  -4.2615  2.5749
H  -0.9031  0.3907  0.2319
H  -1.4869  0.8676  1.7991
H  -1.2258  -0.5953  3.5435
H  1.0078  -0.2691  -0.8284
H  2.3265  1.5228  1.1520
H  3.7891  0.8451  0.1723
H  2.9172  3.1036  -0.7532
H  2.8858  1.7546  -2.0761
H  0.2894  1.5252  -1.8367
H  0.3320  2.6718  -0.2281
H  0.7356  3.3270  -3.4414
H  1.4406  4.4952  -2.1413
H  3.7577  -0.9715  -1.2554
H  3.4010  -2.0399  -4.4575
H  2.8361  -6.2707  -0.2070
H  6.0760  -4.7823  1.2347
H  4.6155  -6.0944  1.0755
H  6.1208  -6.1526  -0.0590
H  4.4537  -2.4474  3.3978
H  6.1265  -0.8697  0.2228

Atomic forces in eV per Å
C -0.160 -0.732 -0.149
C 0.926 0.692 0.685
C -0.161 -0.115 0.519
C -0.728 0.902 0.218
C 0.678 -0.098 0.235
C -0.677 0.340 0.273
C -0.869 -0.279 -0.612
C -0.822 -0.159 -0.588
C -0.894 0.612 -0.481
C -0.504 -1.561 -0.105
C 0.027 0.317 -0.210
C 0.491 -2.832 0.375
N -1.598 4.953 -1.456
C 2.687 -0.835 -0.842
B -2.445 1.556 1.343
N 0.731 -3.539 1.554
O -0.163 -0.215 -2.903
C -2.708 -0.685 -1.473
C 1.401 0.105 -0.185
C -0.214 0.850 0.405
C 0.942 -1.192 -0.561
C 0.679 -0.222 0.792
C 2.397 1.801 1.702
F 1.707 0.881 -4.253
F -1.608 -4.029 -0.634
C 0.384 5.017 -1.579
F 2.857 -4.279 0.188
F -2.438 -0.147 4.802
S -3.427 -3.078 -3.649
F 2.019 -2.056 2.621
F -1.999 0.509 2.999
F -1.735 2.413 -1.243
F 2.734 -0.875 -2.466
F 2.241 2.657 0.993
C -0.746 1.557 1.677
C -1.315 -0.979 -0.911
F 1.570 -3.154 2.539
F 3.024 3.080 0.245
C 0.648 -0.309 -2.089
F 1.592 4.018 2.242
F -4.224 -0.452 -1.256
C 2.331 -2.429 -1.301
B 0.158 -3.602 -1.379
O 2.763 2.051 0.969
O -3.020 1.002 2.623
C 1.442 -2.109 -0.090
P 1.548 3.285 1.644
O -0.900 1.098 -1.237
O -1.290 0.012 1.227
H -1.993 1.565 0.473
H 1.347 -0.544 2.084
H -1.265 -1.611 -1.453
H -0.754 -0.424 -2.408
H 2.208 -1.236 -0.001
H -0.183 1.118 -1.950
H -2.117 0.340 0.963
H 0.014 -0.846 2.449
H 1.966 -1.361 -0.900
H 2.427 0.160 -0.579
H -1.279 0.716 -1.809
H -1.434 -1.116 1.193
H 2.106 0.028 1.544
H 2.199 1.171 -0.449
H -0.844 -0.410 -2.033
H -1.996 -1.045 1.004
H 1.471 0.283 2.062
H -0.670 1.210 2.198
H 2.395 1.062 -0.211
H 0.156 -1.742 -1.623
H 1.149 1.992 -1.271
H -0.200 2.602 -0.960
H -0.113 -0.606 2.648
H 0.543 -0.444 -2.383
H -1.695 1.945 -0.629
H 0.161 0.759 1.095
H 0.788 0.248 -1.190
H 1.728 0.276 -0.344
H 1.479 -0.071 1.520
H 0.254 -1.247 -2.000
H -2.524 0.355 0.049
H -1.086 -2.156 -0.667
H -1.146 0.532 1.771
H 0.568 2.068 1.477
H 0.474 -0.260 -2.301
H -0.752 0.892 2.005
H -2.348 -1.282 -0.470
H -1.418 -2.001 0.578
H -0.154 -1.595 2.360
H -0.600 1.561 -0.415
H -1.763 -0.969 -1.430
H 1.590 1.706 -0.957
H -1.616 1.705 1.180
H 0.673 -0.942 -1.763
H -1.078 -2.130 0.327